1.
The following is a quantum chemistry calculation of a molecular structure, C6H9N, from the OMol25 dataset.

Geometry as XYZ:
```
16
Properties=species:S:1:pos:R:3:lowdin_charge:R:1
N -0.22268 0.55977 0.22448 -0.115
C -0.51913 -0.90457 0.39349 -0.233
C 1.03410 0.06153 -0.43407 -0.232
C 0.65510 -1.29278 1.32659 -0.033
C -0.00053 -0.87719 -1.03592 -0.130
C -0.83184 1.67233 0.38418 0.039
C 1.68675 -0.65096 0.77718 -0.033
H 0.28607 -1.78861 -1.56349 0.070
H -0.36270 2.58825 0.04407 0.089
H 0.60835 -1.89700 2.22491 0.093
H -1.82322 1.67663 0.82194 0.088
H -1.85850 1.22218 -1.97496 0.030
H -1.43168 0.58194 -1.95090 0.005
H 1.60648 0.79457 -1.00829 0.135
H 2.71829 -0.58292 1.10201 0.093
H -1.54484 -1.16317 0.66878 0.135
```

The spin multiplicity is 1. The calculation puts the LUMO energy (alpha / beta) at 0.8 / 0.8 eV. The calculation puts the HOMO-LUMO gap (alpha / beta) at 7.273 / 7.270 eV.

2.
The following is a quantum chemistry calculation of a single C6H9N molecule, from the OMol25 dataset.

Geometry as XYZ:
```
16
Properties=species:S:1:pos:R:3:lowdin_charge:R:1
N 1.08383 0.46211 0.08929 -0.101
C -0.93118 -0.92892 -0.21509 -0.006
C -1.75692 0.72814 1.22850 0.042
C -1.08811 1.39818 0.05959 -0.216
C -1.72587 -0.68424 0.85217 -0.141
C 2.08448 -0.52157 -0.26034 -0.135
C -0.19753 0.33218 -0.61088 -0.356
H 2.39993 -0.33652 -1.29195 0.080
H -2.22479 -1.46077 1.42677 0.083
H -1.90080 1.74883 -0.59442 0.126
H 0.87446 0.41773 1.08479 0.112
H -0.01124 0.41986 -1.68945 0.143
H -0.77277 -1.90620 -0.67257 0.111
H 2.95195 -0.38217 0.39083 0.081
H -0.49853 2.27786 0.33399 0.103
H 1.75341 -1.57137 -0.18032 0.073
```

The spin multiplicity is 1. The calculation puts the LUMO energy (alpha / beta) at -0.6 / -0.6 eV. The calculation puts the HOMO-LUMO gap (alpha / beta) at 7.609 / 7.608 eV.

3.
The following is a quantum chemistry calculation of a molecular structure, C6H9N in a non-equilibrium geometry, from the OMol25 dataset.

Geometry as XYZ:
```
16
Properties=species:S:1:pos:R:3:lowdin_charge:R:1
N -0.07921 -1.83389 -0.38377 -0.013
C 1.48063 1.34239 0.11022 -0.056
C 0.53608 0.17881 -0.02608 -0.493
C -1.22092 -0.82268 -0.02805 -0.229
C -0.47503 -0.16361 1.11999 -0.090
C -0.72551 0.27954 -0.94994 -0.090
C 1.09756 -1.22869 -0.39810 0.029
H -1.22701 1.23702 -0.81502 0.112
H 2.21034 1.15541 0.90386 0.079
H 2.02745 1.50682 -0.82288 0.079
H -0.15263 -0.81866 1.93614 0.113
H -0.54756 -2.69922 -0.51877 0.112
H 0.92990 2.25960 0.35532 0.078
H -0.94567 0.74202 1.50000 0.112
H -0.62874 0.02610 -2.01080 0.113
H -2.27968 -1.16096 0.02788 0.143
```

The spin multiplicity is 1. The calculation puts the LUMO energy at 1.0 eV. The calculation puts the HOMO-LUMO gap at 9.285 eV.

4.
The following is a quantum chemistry calculation of a single C6H9N molecule in a non-equilibrium geometry, from the OMol25 dataset.

Geometry as XYZ:
```
16
Properties=species:S:1:pos:R:3:lowdin_charge:R:1
N -2.11022 0.61682 -0.61556 0.150
C 2.01441 0.56685 -0.50698 -0.043
C -0.16427 1.38672 0.66963 -0.136
C 0.56098 0.31737 -0.07462 -0.327
C -1.36734 1.30820 -0.06021 -0.233
C -0.13947 -0.77988 -0.39508 -0.129
C -1.28262 -1.60024 0.26607 -0.092
H -1.04120 -2.65394 0.16219 0.066
H 2.46496 0.70712 0.46515 0.072
H 0.42818 -1.48764 -1.11191 0.126
H -2.28634 -1.44990 -0.30805 0.094
H 0.32406 2.37987 0.69983 0.131
H 2.32442 1.30098 -1.21532 0.061
H -0.56608 1.17071 1.68255 0.141
H -1.53686 -1.33646 1.21004 0.025
H 2.37738 -0.44658 -0.86773 0.092
```

The spin multiplicity is 1. The calculation puts the LUMO energy at 0.8 eV. The calculation puts the HOMO-LUMO gap at 9.587 eV.

5.
The following is a quantum chemistry calculation of a single C6H9N molecule, from the OMol25 dataset.

Geometry as XYZ:
```
16
Properties=species:S:1:pos:R:3:lowdin_charge:R:1
N 0.66924 -1.52438 1.05244 0.050
C 0.25581 2.72909 -1.06774 0.110
C 1.06791 0.20953 -0.71070 -0.151
C 0.64867 1.59855 -0.93082 -0.140
C -1.25748 -0.83381 -0.48893 -0.028
C 0.12384 -0.28905 1.62735 -0.119
C 0.06795 -0.52829 0.17043 -0.545
H -1.12931 -1.58272 -1.28050 0.085
H -1.67736 0.07060 -0.94197 0.081
H 0.02256 -2.29614 1.20035 0.091
H -0.80741 -0.33340 2.18952 0.107
H 1.17184 -0.30561 -1.67481 0.124
H -1.98305 -1.22168 0.23469 0.082
H 2.05007 0.18019 -0.22624 0.124
H 0.86652 0.39471 2.03361 0.106
H -0.08980 3.73241 -1.18668 0.023
```

The spin multiplicity is 1. The calculation puts the LUMO energy at 1.0 eV. The calculation puts the HOMO-LUMO gap at 10.585 eV.

6.
The following is a quantum chemistry calculation of a molecular structure, C6H9N, from the OMol25 dataset.

Geometry as XYZ:
```
16
Properties=species:S:1:pos:R:3:lowdin_charge:R:1
N 1.48782 -1.59580 -0.10775 0.061
C -0.49927 1.71037 0.65039 -0.030
C -0.78474 -0.69070 -0.43906 -0.252
C 0.06355 0.47269 0.00730 -0.359
C 0.99355 -0.54111 0.74655 -0.194
C 0.12442 -1.67890 0.35293 -0.194
C -0.20087 -0.11824 -1.67739 0.025
H -1.85553 -0.65210 -0.25393 0.145
H -0.96729 1.45171 1.60733 0.089
H -0.20551 -2.54523 0.91702 0.129
H -1.26129 2.16759 0.01263 0.086
H -0.90939 0.64038 -2.04458 0.061
H 0.67217 0.68420 -1.06558 0.134
H 0.27841 2.45572 0.84438 0.082
H 1.51853 -0.30223 1.66727 0.137
H 1.52127 -1.32322 -1.09271 0.081
```

The spin multiplicity is 1. The calculation puts the LUMO energy at 0.9 eV. The calculation puts the HOMO-LUMO gap at 9.082 eV.

7.
The following is a quantum chemistry calculation of a single C6H9N molecule in a non-equilibrium geometry, from the OMol25 dataset.

Geometry as XYZ:
```
16
Properties=species:S:1:pos:R:3:lowdin_charge:R:1
N 2.05567 -0.10264 0.42500 0.013
C 2.33801 -0.85384 -0.53209 -0.168
C -0.01164 0.84459 -0.03435 -0.190
C -1.25614 -1.10565 0.65396 -0.064
C -1.32005 1.47078 -0.20957 -0.048
C 1.23823 0.99119 0.38505 -0.106
C -1.15126 -0.02845 -0.46203 -0.241
H -1.05952 -0.59123 1.60982 0.079
H 2.72700 -1.83630 -0.37252 0.032
H 2.34117 -0.61717 -1.58914 0.059
H -0.62096 -2.01591 0.33102 0.103
H -2.35249 -1.42020 0.82440 0.085
H -1.14959 -0.32463 -1.41806 0.084
H -1.93573 1.73306 0.63441 0.103
H 1.59801 1.89089 0.96396 0.130
H -1.44070 1.96551 -1.20987 0.129
```

The spin multiplicity is 3. The calculation puts the LUMO energy (alpha / beta) at 1.0 / -1.7 eV. The calculation puts the HOMO-LUMO gap (alpha / beta) at 6.062 / 8.432 eV.

8.
The following is a quantum chemistry calculation of a gas-phase ion, C6H9N2 (charge +1) in a non-equilibrium geometry, from the OMol25 dataset.

Geometry as XYZ:
```
17
Properties=species:S:1:pos:R:3:lowdin_charge:R:1
N 2.69622 -0.38216 -0.42312 0.237
N -0.59504 -0.83877 0.39986 0.141
C -1.89363 -0.37494 -0.04744 -0.324
C -0.40985 1.34695 -0.26647 -0.036
C -3.03643 -1.04939 0.18525 0.181
C -1.69618 1.00930 -0.48162 -0.017
C 0.24012 0.15196 0.17996 -0.342
C 1.63814 -0.01243 0.66652 -0.041
H 3.44671 -0.90402 0.07515 0.190
H 2.20213 -0.83889 -1.08723 0.111
H 0.18120 2.23169 -0.62803 0.132
H -4.04375 -0.47929 0.09386 0.131
H -2.53324 1.65325 -0.74579 0.124
H -2.91392 -2.05320 0.50743 0.070
H 1.68215 -0.89095 1.24776 0.114
H 3.17113 0.44515 -0.79128 0.173
H 1.86425 0.98575 1.11518 0.155
```

The spin multiplicity is 1. The calculation puts the LUMO energy (alpha / beta) at -4.4 / -4.4 eV. As for the charge: +1. The calculation puts the HOMO-LUMO gap (alpha / beta) at 8.841 / 8.841 eV.

Q: Which formula does entry 4 have?
A: C6H9N

What did the fifth record say?
The following is a quantum chemistry calculation of a single C6H9N molecule, from the OMol25 dataset.

Geometry as XYZ:
```
16
Properties=species:S:1:pos:R:3:lowdin_charge:R:1
N 0.66924 -1.52438 1.05244 0.050
C 0.25581 2.72909 -1.06774 0.110
C 1.06791 0.20953 -0.71070 -0.151
C 0.64867 1.59855 -0.93082 -0.140
C -1.25748 -0.83381 -0.48893 -0.028
C 0.12384 -0.28905 1.62735 -0.119
C 0.06795 -0.52829 0.17043 -0.545
H -1.12931 -1.58272 -1.28050 0.085
H -1.67736 0.07060 -0.94197 0.081
H 0.02256 -2.29614 1.20035 0.091
H -0.80741 -0.33340 2.18952 0.107
H 1.17184 -0.30561 -1.67481 0.124
H -1.98305 -1.22168 0.23469 0.082
H 2.05007 0.18019 -0.22624 0.124
H 0.86652 0.39471 2.03361 0.106
H -0.08980 3.73241 -1.18668 0.023
```

The spin multiplicity is 1. The calculation puts the LUMO energy at 1.0 eV. The calculation puts the HOMO-LUMO gap at 10.585 eV.

Q: The highest spin multiplicity belongs to which entry?
A: number 7